# 1
DFT (wB97M-V/def2-TZVPD) results for a molecular structure, C58H56NP2Pd in a non-equilibrium geometry.

Structure (XYZ):
```
118
Properties=species:S:1:pos:R:3:lowdin_charge:R:1
C -1.457 -1.146 0.515 -0.1386
C 0.045 -1.156 0.282 -0.1559
N 0.650 0.240 0.190 -0.1640
C 0.348 0.919 1.516 -0.1673
C -1.146 0.982 1.783 -0.1371
C -1.923 0.316 0.617 -0.2809
C -1.532 1.041 -0.705 -0.1312
C -0.027 0.965 -0.923 -0.1835
H -1.950 -1.662 -0.315 0.1156
H -1.677 -1.690 1.438 0.1152
H 0.575 -1.673 1.096 0.1150
H 0.306 -1.668 -0.653 0.1106
H 0.877 0.316 2.270 0.1134
H 0.818 1.917 1.528 0.1106
H -1.344 0.452 2.718 0.1140
H -1.438 2.032 1.896 0.1145
H -3.000 0.391 0.781 0.1378
H -2.013 0.548 -1.557 0.1142
H -1.836 2.095 -0.673 0.1149
H 0.442 1.958 -1.042 0.1133
H 0.216 0.388 -1.829 0.1143
C 6.470 5.130 -1.422 -0.0680
C 6.541 3.947 -2.164 -0.0742
C 5.480 3.042 -2.145 -0.0189
C 4.356 3.256 -1.306 -0.2007
C 3.464 2.135 -0.995 0.0590
C 3.405 1.823 0.354 -0.0634
C 3.457 0.596 1.026 -0.0093
C 3.339 -0.723 0.480 -0.2482
C 3.445 -1.884 1.307 -0.0300
C 3.240 -3.139 0.754 -0.0697
C 3.056 -3.311 -0.621 -0.0323
C 2.918 -2.185 -1.439 -0.0574
C 2.942 -0.921 -0.866 -0.0647
Pd 5.801 -0.056 2.841 0.2240
P 6.466 2.041 3.336 0.9604
C 5.307 3.427 3.310 -0.3702
C 5.613 4.669 2.721 -0.0803
C 4.698 5.716 2.792 -0.0914
C 3.462 5.529 3.417 -0.0781
C 3.151 4.292 3.998 -0.0781
C 4.072 3.246 3.946 -0.1262
C 6.808 1.706 5.098 -0.3722
C 6.633 2.678 6.100 -0.0857
C 6.899 2.339 7.431 -0.0699
C 7.366 1.059 7.758 -0.0736
C 7.554 0.100 6.756 -0.0671
C 7.286 0.432 5.426 -0.1149
C 7.955 2.790 2.611 -0.3821
C 8.919 3.344 3.468 -0.0759
C 10.002 4.048 2.938 -0.0685
C 10.145 4.173 1.551 -0.0704
C 9.211 3.580 0.693 -0.0796
C 8.111 2.892 1.210 -0.1166
P 7.209 -1.305 1.623 0.9453
C 7.542 -1.070 -0.131 -0.3535
C 8.848 -0.879 -0.614 -0.0694
C 9.052 -0.673 -1.977 -0.0721
C 7.967 -0.620 -2.855 -0.0811
C 6.662 -0.788 -2.374 -0.0849
C 6.454 -1.009 -1.015 -0.0957
C 8.799 -1.304 2.480 -0.3682
C 9.145 -2.400 3.284 -0.0793
C 10.241 -2.302 4.141 -0.0727
C 10.975 -1.115 4.200 -0.0766
C 10.647 -0.030 3.379 -0.0660
C 9.569 -0.130 2.501 -0.1159
C 6.535 -2.959 1.835 -0.4033
C 6.607 -3.897 0.794 -0.0708
C 6.083 -5.170 1.005 -0.0770
C 5.477 -5.492 2.224 -0.0892
C 5.383 -4.543 3.246 -0.0814
C 5.919 -3.269 3.054 -0.1448
C 4.288 4.491 -0.606 -0.0313
C 5.331 5.401 -0.661 -0.0774
H 7.282 5.855 -1.476 0.1137
H 7.412 3.737 -2.778 0.1100
H 5.531 2.109 -2.716 0.1093
H 3.198 1.459 -1.798 0.1099
H 3.394 2.680 1.058 0.1154
H 3.538 0.684 2.139 0.0908
H 3.550 -1.766 2.386 0.1112
H 3.207 -4.007 1.411 0.1087
H 2.985 -4.307 -1.056 0.1191
H 2.692 -2.267 -2.502 0.1184
H 2.502 -0.087 -1.383 0.0787
H 6.576 4.821 2.228 0.1026
H 4.959 6.686 2.359 0.1078
H 2.746 6.352 3.462 0.1079
H 2.199 4.150 4.509 0.1071
H 3.850 2.286 4.425 0.1047
H 6.326 3.688 5.831 0.1111
H 6.763 3.090 8.212 0.1086
H 7.609 0.812 8.793 0.1081
H 7.933 -0.897 6.995 0.1094
H 7.446 -0.304 4.619 0.0619
H 8.801 3.242 4.545 0.1049
H 10.731 4.500 3.619 0.1122
H 10.992 4.734 1.146 0.1092
H 9.342 3.671 -0.391 0.1050
H 7.367 2.443 0.544 0.1058
H 9.688 -0.889 0.078 0.0986
H 10.070 -0.545 -2.350 0.1098
H 8.132 -0.436 -3.919 0.1068
H 5.808 -0.744 -3.054 0.1035
H 5.441 -1.113 -0.613 0.0754
H 8.547 -3.313 3.243 0.1011
H 10.503 -3.162 4.756 0.1082
H 11.819 -1.039 4.887 0.1068
H 11.225 0.894 3.417 0.1069
H 9.290 0.715 1.859 0.0875
H 7.059 -3.621 -0.159 0.1093
H 6.139 -5.904 0.200 0.1100
H 5.059 -6.487 2.378 0.1083
H 4.890 -4.779 4.189 0.1102
H 5.816 -2.492 3.827 0.0929
H 3.406 4.699 0.015 0.1222
H 5.264 6.343 -0.120 0.1049
```

Properties
Energy above the lowest of the compared OMol25 structures with the same formula, charge and spin = 0.387 eV
Spin multiplicity = 1
Net charge = +1
E_HOMO = -8.5 eV
Total energy = -84594.92052 eV



# 2
DFT (wB97M-V/def2-TZVPD) results for a molecular structure, C58H57Cl2F4N8O9P4STl.

Structure (XYZ):
```
144
Properties=species:S:1:pos:R:3:lowdin_charge:R:1
Tl 0.091 0.593 -0.155 0.8389
C 2.743 -4.819 2.038 -0.1120
C 1.722 -4.496 0.944 -0.5309
C 1.221 -5.769 0.257 -0.1280
P 0.288 -3.370 1.358 1.0768
C -0.716 -4.239 2.688 -0.5416
C 0.037 -5.052 3.745 -0.1177
C -1.820 -5.118 2.089 -0.1380
C 1.150 -2.078 2.334 -0.3064
C 0.956 -1.844 3.700 -0.0651
C 1.645 -0.863 4.400 -0.2913
C 1.417 -0.645 5.877 -0.0513
C 2.583 -0.110 3.696 -0.0625
C 2.798 -0.324 2.348 -0.0481
C 2.071 -1.284 1.620 -0.3913
N 2.208 -1.407 0.241 -0.0398
C 3.435 -1.569 -0.313 -0.3476
C 4.576 -2.071 0.372 -0.0390
C 5.763 -2.340 -0.284 -0.0736
C 5.921 -2.082 -1.646 -0.3106
C 7.208 -2.396 -2.371 -0.0801
C 4.838 -1.517 -2.310 -0.0717
C 3.609 -1.276 -1.699 -0.2999
P 2.252 -0.305 -2.415 1.0430
C 2.756 0.224 -4.126 -0.5316
C 3.645 1.469 -4.010 -0.1344
C 3.343 -0.783 -5.135 -0.1171
C 0.917 -1.575 -2.718 -0.5777
C 1.301 -2.903 -3.367 -0.1101
C -0.268 -0.922 -3.438 -0.1430
H 3.696 -5.093 1.577 0.0736
H 2.923 -3.961 2.687 0.0650
H 2.418 -5.654 2.658 0.0537
H 2.232 -3.892 0.187 0.0780
H 0.741 -6.446 0.969 0.0554
H 0.502 -5.538 -0.533 0.0633
H 2.060 -6.307 -0.195 0.0734
H -1.208 -3.400 3.183 0.0666
H 0.391 -5.994 3.321 0.0612
H 0.892 -4.519 4.160 0.0604
H -0.639 -5.297 4.571 0.0799
H -1.401 -5.966 1.539 0.0591
H -2.450 -5.517 2.890 0.0774
H -2.462 -4.567 1.402 0.0151
H 0.239 -2.437 4.252 0.0880
H 0.561 -1.219 6.234 0.0729
H 2.293 -0.944 6.460 0.0730
H 1.226 0.409 6.097 0.0638
H 3.152 0.658 4.217 0.1103
H 3.529 0.266 1.812 0.1099
H 4.494 -2.259 1.434 0.0969
H 6.593 -2.761 0.278 0.0990
H 8.039 -2.486 -1.668 0.0622
H 7.144 -3.340 -2.923 0.0674
H 7.461 -1.615 -3.095 0.0661
H 4.970 -1.254 -3.352 0.0778
H 1.791 0.570 -4.510 0.0827
H 4.580 1.235 -3.492 0.0684
H 3.897 1.857 -5.003 0.0727
H 3.132 2.264 -3.463 0.0528
H 4.423 -0.658 -5.228 0.0594
H 3.154 -1.818 -4.863 0.0462
H 2.916 -0.614 -6.128 0.0716
H 0.624 -1.800 -1.685 0.0218
H 1.336 -2.825 -4.456 0.0603
H 2.268 -3.262 -3.005 0.0687
H 0.550 -3.661 -3.119 0.0693
H -0.058 -0.803 -4.506 0.0730
H -1.168 -1.538 -3.342 0.0577
H -0.491 0.073 -3.039 0.0330
Cl -3.727 0.058 -1.691 0.7671
C -4.370 -1.515 -1.945 -0.6580
C -5.569 -1.613 -2.633 -0.1115
C -6.086 -2.854 -2.953 -0.0783
C -5.391 -4.003 -2.612 -0.1195
C -4.203 -3.891 -1.913 -0.6605
Cl -3.333 -5.357 -1.552 0.6695
C -3.681 -2.653 -1.517 -0.5139
S -2.151 -2.667 -0.578 0.8634
H -6.084 -0.703 -2.914 0.1063
H -7.026 -2.928 -3.484 0.1057
H -5.768 -4.984 -2.868 0.1001
O 3.096 6.752 4.702 0.0588
N 3.422 6.149 3.697 -0.3365
O 4.399 6.441 3.035 0.0643
C 2.591 5.003 3.271 -0.0621
C 1.610 4.656 4.126 0.0673
C 0.740 3.563 3.859 -0.1280
C -0.269 3.161 4.756 -0.0008
C -1.073 2.107 4.426 -0.0207
C -0.857 1.466 3.194 -0.0939
N 0.084 1.821 2.352 0.0817
C 0.883 2.851 2.667 -0.1519
C 1.940 3.219 1.739 -0.1580
N 2.037 2.478 0.618 0.0790
C 2.991 2.738 -0.247 -0.1079
C 3.908 3.775 -0.052 -0.0115
C 3.819 4.549 1.072 0.0127
C 2.814 4.285 2.029 -0.0521
H 1.490 5.222 5.040 0.1281
H -0.390 3.692 5.693 0.1195
H -1.856 1.764 5.088 0.1133
H -1.473 0.625 2.891 0.1053
H 3.018 2.100 -1.125 0.0712
H 4.674 3.966 -0.791 0.1112
H 4.513 5.355 1.229 0.0969
C -2.786 3.858 -2.916 -0.0716
C -1.530 4.474 -2.318 -0.5900
O -1.467 5.870 -2.581 -0.0708
P -1.535 4.202 -0.495 0.4650
O -0.076 4.610 0.010 -0.1286
O -2.422 5.416 0.074 -0.1152
O -2.038 2.906 0.002 -0.3351
P 0.057 3.700 -2.897 0.3116
O -0.256 3.026 -4.346 -0.1471
O 0.989 4.853 -3.079 -0.3195
O 0.355 2.582 -1.944 -0.4611
H -3.676 4.163 -2.362 0.0815
H -2.718 2.770 -2.894 0.0609
H -2.881 4.186 -3.951 0.0823
H -0.516 6.068 -2.657 0.0656
H 0.556 3.951 -0.339 0.0354
H -2.988 5.051 0.766 0.0795
H 0.046 3.644 -5.022 0.0676
F -7.108 -2.123 3.256 0.0956
C -6.005 -2.073 4.020 -0.1654
C -6.139 -2.360 5.360 -0.1558
F -7.372 -2.681 5.791 0.0869
C -5.074 -2.323 6.278 -0.0671
C -3.838 -2.048 5.662 -0.1570
C -3.710 -1.783 4.320 -0.1603
F -2.479 -1.496 3.849 0.0774
C -4.783 -1.758 3.437 -0.0625
C -4.622 -1.362 2.023 -0.1243
C -3.496 -1.486 1.318 -0.1319
N -2.507 -1.481 0.630 -0.2075
C -5.702 -0.748 1.295 -0.1946
N -6.562 -0.282 0.689 0.1690
F -2.713 -2.028 6.398 0.0828
C -5.228 -2.523 7.687 -0.2131
C -6.476 -2.809 8.307 -0.2698
N -7.456 -3.031 8.880 0.0969
C -4.157 -2.400 8.614 -0.2703
N -3.338 -2.294 9.425 0.0993
```

Properties
Spin multiplicity = 1
Net charge = -2
E_HOMO = -2.5 eV
Total energy = -180024.44214 eV



# 3
DFT (wB97M-V/def2-TZVPD) results for 8 unconnected molecules or ions with the total composition C58H61ClNO32S2.

Structure (XYZ):
```
155
Properties=species:S:1:pos:R:3:lowdin_charge:R:1
C 0.570 -1.744 3.571 -0.1473
C 0.461 -2.938 2.613 -0.5263
S 0.724 -2.523 0.876 0.9058
C -0.900 -1.813 0.511 -0.4099
C -0.760 -1.082 -0.819 -0.2638
N -1.588 0.178 -0.807 0.1564
C -1.687 0.763 -2.189 -0.1874
C -2.052 2.242 -2.205 -0.1119
C -1.373 3.148 -1.164 -0.1757
C 0.007 3.724 -1.521 -0.1827
C 0.988 2.693 -2.078 -0.2434
S 2.627 3.326 -2.349 0.6074
O 2.504 4.732 -2.593 -0.2546
O 3.342 2.438 -3.226 -0.2754
O 3.220 3.147 -0.865 -0.1618
C -2.617 -0.167 -2.986 -0.2685
C -4.112 0.137 -2.983 -0.1506
C -4.786 0.360 -1.619 -0.0644
O -2.479 -1.492 -2.471 -0.0631
C -1.186 -1.907 -2.061 -0.2684
C -0.163 -1.943 -3.200 -0.1423
C 1.248 -2.356 -2.758 -0.2641
C 2.164 -2.678 -3.942 -0.5673
Cl 2.375 -1.272 -5.026 0.5708
H 1.591 -1.644 3.957 0.0752
H 0.312 -0.802 3.076 0.0526
H -0.094 -1.871 4.433 0.0760
H 1.229 -3.692 2.822 0.0733
H -0.503 -3.448 2.705 0.0742
H -1.188 -1.130 1.320 0.0936
H -1.650 -2.610 0.433 0.0828
H 0.277 -0.740 -0.918 0.1172
H -2.528 -0.018 -0.453 0.1553
H -1.168 0.845 -0.161 0.1532
H -0.684 0.650 -2.611 0.1339
H -3.137 2.366 -2.159 0.1120
H -1.767 2.610 -3.197 0.1147
H -2.044 4.009 -1.052 0.1115
H -1.340 2.704 -0.161 0.0866
H -0.090 4.565 -2.215 0.1063
H 0.445 4.149 -0.609 0.1262
H 0.706 2.320 -3.076 0.0598
H 1.100 1.827 -1.414 0.1058
H 4.050 2.652 -0.928 0.0731
H -2.265 -0.121 -4.026 0.1516
H -4.294 0.984 -3.655 0.1212
H -4.575 -0.735 -3.462 0.1308
H -5.086 -0.581 -1.150 0.0677
H -5.701 0.949 -1.747 0.0945
H -4.164 0.918 -0.906 0.0358
H -1.352 -2.935 -1.720 0.1480
H -0.140 -1.000 -3.756 0.0912
H -0.523 -2.702 -3.910 0.1414
H 1.173 -3.266 -2.145 0.1140
H 1.748 -1.594 -2.141 0.1019
H 1.773 -3.514 -4.526 0.0794
H 3.177 -2.926 -3.618 0.0735
C 6.397 -0.931 3.084 0.0714
C 7.161 0.135 3.390 -0.2194
C 7.005 1.470 2.676 -0.2971
O 7.676 2.394 3.084 0.1211
C 6.065 1.569 1.574 0.0769
C 5.325 0.498 1.269 -0.2258
C 5.437 -0.814 2.023 -0.3161
O 4.689 -1.703 1.641 0.0790
O 4.411 0.457 0.298 0.0869
O 8.100 0.116 4.310 0.1254
H 6.498 -1.881 3.589 0.1366
H 5.985 2.518 1.061 0.1325
H 4.032 -0.448 0.352 0.1089
H 8.612 0.955 4.266 0.0797
C -3.900 -5.739 -0.015 0.0846
C -4.035 -4.417 -0.172 -0.2274
C -4.725 -3.533 0.853 -0.3108
O -4.726 -2.334 0.589 0.0637
C -5.286 -4.131 2.023 0.0716
C -5.172 -5.467 2.198 -0.2139
C -4.459 -6.344 1.175 -0.2741
O -4.413 -7.532 1.424 0.1052
O -5.653 -6.074 3.248 0.1458
O -3.583 -3.715 -1.201 0.0870
H -3.410 -6.376 -0.738 0.1392
H -5.784 -3.497 2.744 0.1377
H -5.472 -7.038 3.286 0.0868
H -3.875 -2.794 -1.030 0.0898
C -3.208 7.517 -3.227 0.0737
C -2.845 8.683 -3.792 -0.2222
C -1.716 8.781 -4.809 -0.3011
O -1.496 9.890 -5.251 0.1220
C -0.997 7.579 -5.177 0.0857
C -1.368 6.425 -4.610 -0.2198
C -2.494 6.331 -3.602 -0.2967
O -2.709 5.204 -3.171 0.0734
O -0.811 5.244 -4.856 0.0976
O -3.415 9.840 -3.533 0.1356
H -4.009 7.441 -2.505 0.1360
H -0.193 7.652 -5.895 0.1403
H -1.324 4.614 -4.312 0.0856
H -2.958 10.506 -4.084 0.1270
C 12.364 1.367 5.475 0.0770
C 13.145 1.689 6.520 -0.2244
C 12.745 2.739 7.545 -0.3058
O 13.535 2.924 8.451 0.1142
C 11.491 3.438 7.377 0.0769
C 10.719 3.119 6.329 -0.2224
C 11.105 2.043 5.333 -0.2836
O 10.289 1.826 4.447 0.0639
O 9.560 3.701 6.057 0.1241
O 14.314 1.137 6.770 0.1321
H 12.637 0.616 4.748 0.1381
H 11.222 4.200 8.095 0.1381
H 9.237 3.315 5.219 0.1091
H 14.648 1.557 7.589 0.1247
C 1.059 2.764 -8.427 0.0831
C 1.270 2.881 -7.107 -0.2143
C 0.226 2.474 -6.080 -0.2838
O 0.539 2.609 -4.899 0.0360
C -1.036 1.958 -6.530 0.0675
C -1.249 1.840 -7.853 -0.2212
C -0.203 2.234 -8.884 -0.3046
O -0.520 2.065 -10.045 0.1190
O -2.360 1.382 -8.385 0.1345
O 2.392 3.349 -6.589 0.1403
H 1.797 3.048 -9.163 0.1416
H -1.779 1.678 -5.796 0.1186
H -2.230 1.404 -9.356 0.1279
H 2.298 3.312 -5.622 0.1040
C -4.338 -12.164 3.378 0.0743
C -4.538 -10.858 3.130 -0.2213
C -5.307 -9.978 4.101 -0.2821
O -5.414 -8.794 3.821 0.0748
C -5.858 -10.561 5.297 0.0723
C -5.659 -11.869 5.533 -0.2284
C -4.871 -12.750 4.582 -0.3100
O -4.748 -13.914 4.915 0.1117
O -6.109 -12.511 6.592 0.1298
O -4.076 -10.283 2.038 0.1236
H -3.790 -12.801 2.698 0.1380
H -6.411 -9.924 5.971 0.1367
H -5.808 -13.438 6.497 0.1241
H -4.307 -9.339 1.955 0.0770
C -2.882 3.030 3.234 0.0694
C -3.429 3.828 4.171 -0.2202
C -4.816 4.434 4.014 -0.3004
O -5.196 5.125 4.937 0.1278
C -5.567 4.155 2.810 0.0846
C -5.016 3.361 1.883 -0.2204
C -3.639 2.749 2.051 -0.2944
O -3.251 2.037 1.128 0.0406
O -5.611 3.035 0.744 0.1210
O -2.837 4.158 5.295 0.1428
H -1.898 2.596 3.343 0.1333
H -6.549 4.593 2.699 0.1421
H -5.003 2.439 0.270 0.0842
H -3.461 4.736 5.781 0.1308
```

Properties
Spin multiplicity = 1
Net charge = +1
E_HOMO = -10.9 eV
Total energy = -162330.57055 eV